1.
DFT (ωB97M-V/def2-TZVPD) results for one molecule with the formula C5H9NO.

Geometry as XYZ:
```
16
C5H9NO, DFT ωB97M-V/def2-TZVPD
C -1.4091 1.1289 1.3759
C -1.5111 -0.1829 0.6340
O -2.5349 -0.8344 0.5964
C -0.2825 -0.6953 -0.0617
C 1.0803 -0.5875 0.5405
N 0.6914 0.2693 -0.5497
C 1.2787 -0.0366 -1.8440
H -2.4076 1.4466 1.6817
H -0.7886 1.0047 2.2711
H -0.9301 1.8883 0.7517
H -0.4778 -1.5775 -0.6718
H 1.7689 -1.4072 0.3314
H 1.2191 -0.1050 1.5055
H 2.2355 0.4867 -1.9321
H 0.6125 0.3173 -2.6361
H 1.4553 -1.1155 -1.9927
```

Calculated values
Spin multiplicity   1
Net charge   0
Energy relative to the best compared isomer or geometry (same formula, charge and spin)   187.6 kJ/mol
SMILES   CC(=O)[C@@H]1CN1C

How is the electron density shared among the atoms? According to Löwdin, the charges in e are: C -0.012; C -0.401; O 0.074; C -0.212; C -0.097; N -0.126; C -0.095; H 0.084; H 0.084; H 0.083; H 0.146; H 0.112; H 0.105; H 0.084; H 0.085; H 0.084

=====

2.
DFT (ωB97M-V/def2-TZVPD) results for a 2-piece molecular cluster, C5H9NO overall.

Geometry as XYZ:
```
16
C5H9NO, DFT ωB97M-V/def2-TZVPD
C -1.3230 -0.2869 -0.5125
C -0.4506 0.0410 0.6868
C -0.6919 -0.7796 1.8596
N -0.8800 -1.4472 2.7876
C -0.0613 1.4794 0.9426
C 0.9783 0.5091 0.4839
H -0.9843 0.2755 -1.3883
H -2.3686 -0.0307 -0.3137
H -1.2833 -1.3550 -0.7544
H -0.4347 2.2097 0.2296
H -0.0356 1.8181 1.9733
H 1.7213 0.1793 1.2042
H 1.3174 0.5552 -0.5471
O 1.3090 -0.7812 -2.4277
H 0.9415 -1.3762 -1.7619
H 2.2458 -1.0106 -2.4621
```

Calculated values
Spin multiplicity   1
Net charge   0
Energy relative to the best compared isomer or geometry (same formula, charge and spin)   165.1 kJ/mol
SMILES   CC1(C#N)CC1.O

How is the electron density shared among the atoms? According to Löwdin, the charges in e are: C -0.037; C -0.475; C -0.177; N 0.150; C -0.076; C -0.086; H 0.085; H 0.090; H 0.085; H 0.112; H 0.112; H 0.114; H 0.084; O -0.061; H 0.031; H 0.049

=====

3.
DFT (ωB97M-V/def2-TZVPD) results for one molecule with the formula C5H9NO.

Geometry as XYZ:
```
16
C5H9NO, DFT ωB97M-V/def2-TZVPD
C -1.8871 0.1787 -0.6672
C -0.6283 0.7235 -0.6228
C 0.5467 0.1517 -0.0168
C 0.9384 -1.2644 -0.3544
N 1.6141 1.0436 0.3219
C -0.7352 -0.0137 1.3230
O -0.9718 -1.1238 1.7023
H -2.7264 0.8018 -0.9349
H -2.0622 -0.8859 -0.6638
H -0.5755 1.8083 -0.6791
H 1.6318 -1.2612 -1.1975
H 1.4056 -1.7316 0.5162
H 0.0827 -1.8845 -0.6111
H 2.5309 0.6231 0.2343
H 1.6633 1.9045 -0.2122
H -0.8270 0.9300 1.8621
```

Calculated values
Spin multiplicity   1
Net charge   0
Energy relative to the best compared isomer or geometry (same formula, charge and spin)   356.8 kJ/mol
SMILES   C=C[C@@](C)(N)C=O

How is the electron density shared among the atoms? According to Löwdin, the charges in e are: C 0.005; C -0.164; C -0.482; C -0.036; N 0.076; C -0.201; O 0.023; H 0.059; H 0.070; H 0.116; H 0.085; H 0.089; H 0.078; H 0.077; H 0.075; H 0.130

=====

4.
DFT (ωB97M-V/def2-TZVPD) results for a 3-piece molecular cluster, C5H9NO overall.

Geometry as XYZ:
```
16
C5H9NO, DFT ωB97M-V/def2-TZVPD
C 2.3409 -1.2503 0.3393
N 0.0818 -0.7268 0.5574
C -1.6915 0.1403 0.1182
C 0.7589 0.0217 -0.2266
C -2.1796 1.2749 0.6025
C 1.1203 1.1227 -0.8294
O -2.3678 -0.7843 -0.6120
H -3.3278 -0.6343 -0.5558
H -0.2031 -1.6202 0.1615
H 2.1440 -2.0486 1.0443
H 3.0178 -0.5104 0.7452
H 2.5682 -1.6081 -0.6595
H -1.5399 1.9903 1.0949
H -3.2333 1.5347 0.4970
H 0.3759 1.8555 -1.1006
H 2.1350 1.2431 -1.1766
```

Calculated values
Spin multiplicity   1
Net charge   0
Energy relative to the best compared isomer or geometry (same formula, charge and spin)   733.5 kJ/mol

How is the electron density shared among the atoms? According to Löwdin, the charges in e are: C 0.021; N 0.115; C -0.272; C -0.361; C -0.001; C 0.018; O -0.008; H 0.109; H 0.104; H 0.020; H 0.018; H 0.017; H 0.051; H 0.057; H 0.055; H 0.058

=====

5.
DFT (ωB97M-V/def2-TZVPD) results for one molecule with the formula C5H9NO.

Geometry as XYZ:
```
16
C5H9NO, DFT ωB97M-V/def2-TZVPD
C -1.1572 1.1931 1.0000
C -1.3951 -0.3312 0.8427
O -2.3673 -0.9210 1.2616
C -0.3087 -1.0256 0.0526
C 1.0935 -0.9471 0.6049
N 0.6295 -0.0593 -0.3872
C 1.0363 0.2786 -1.7063
H -1.9421 1.7130 0.4454
H -1.1875 1.4987 2.0450
H -0.2145 1.5535 0.5801
H -0.5638 -1.9044 -0.5512
H 1.8070 -1.7242 0.3356
H 1.2143 -0.5428 1.6137
H 1.5905 1.2201 -1.6362
H 0.1273 0.4820 -2.2842
H 1.6379 -0.4833 -2.2165
```

Calculated values
Spin multiplicity   1
Net charge   0
Energy relative to the best compared isomer or geometry (same formula, charge and spin)   261.5 kJ/mol
SMILES   CC(=O)[C@@H]1CN1C

How is the electron density shared among the atoms? According to Löwdin, the charges in e are: C -0.006; C -0.373; O 0.073; C -0.192; C -0.070; N -0.226; C -0.072; H 0.085; H 0.080; H 0.068; H 0.154; H 0.111; H 0.114; H 0.083; H 0.092; H 0.080

=====

6.
DFT (ωB97M-V/def2-TZVPD) results for one molecule with the formula C5H9NO.

Geometry as XYZ:
```
16
C5H9NO, DFT ωB97M-V/def2-TZVPD
C -1.6590 0.1739 0.8010
C -0.3839 -0.2889 0.1616
O -0.5188 -1.8362 0.5019
C 0.0015 -0.2765 -1.3227
N 1.4494 -0.0868 -0.9791
C 1.5172 1.2482 -0.3937
C 1.0324 0.1348 0.4455
H -1.5478 0.8324 1.6713
H -1.7630 -0.9297 1.0700
H -2.4452 0.5323 0.1219
H -0.0711 -2.1158 1.3233
H -0.3876 0.5090 -1.9865
H -0.1935 -1.2570 -1.7492
H 0.8381 2.0241 -0.7455
H 2.5389 1.5802 -0.2161
H 1.5924 -0.2442 1.2964
```

Calculated values
Spin multiplicity   1
Net charge   0
Energy relative to the best compared isomer or geometry (same formula, charge and spin)   413.4 kJ/mol
SMILES   C[C@@]1(O)CN2C[C@H]21

How is the electron density shared among the atoms? According to Löwdin, the charges in e are: C -0.020; C -0.398; O -0.116; C -0.098; N -0.005; C -0.111; C -0.195; H 0.081; H 0.089; H 0.081; H 0.091; H 0.123; H 0.116; H 0.113; H 0.110; H 0.137

=====

7.
DFT (ωB97M-V/def2-TZVPD) results for a 2-piece molecular cluster, C5H9NO overall.

Geometry as XYZ:
```
16
C5H9NO, DFT ωB97M-V/def2-TZVPD
H -2.8038 0.7891 1.3349
N -1.8922 0.5863 1.7494
C -1.0148 0.5712 0.8408
C 0.4403 0.3649 1.1807
C 1.3032 -0.0288 0.0214
C 0.8504 0.0278 -1.2306
C -0.6279 0.1239 -1.4642
O -1.3111 0.8729 -0.4554
H 0.8531 1.3528 1.4083
H 0.5065 -0.2381 2.0972
H 2.3305 -0.3021 0.2587
H 1.5184 -0.1358 -2.0709
H -1.1171 -0.8688 -1.5063
H -0.8371 0.6204 -2.4088
H 0.9344 -2.0379 0.4687
H 0.8674 -1.6978 -0.2237
```

Calculated values
Spin multiplicity   1
Net charge   0
Energy relative to the best compared isomer or geometry (same formula, charge and spin)   348.8 kJ/mol
SMILES   [H]/N=C1/CC=CCO1.[H][H]

How is the electron density shared among the atoms? According to Löwdin, the charges in e are: H 0.065; N 0.161; C -0.453; C -0.118; C -0.233; C -0.142; C -0.168; O -0.031; H 0.134; H 0.125; H 0.120; H 0.114; H 0.133; H 0.121; H 0.099; H 0.072

=====

8.
DFT (ωB97M-V/def2-TZVPD) results for C5H9NO as an isolated structure.

Geometry as XYZ:
```
16
C5H9NO, DFT ωB97M-V/def2-TZVPD
C 1.7007 -1.2129 0.3933
C 0.5780 -0.5013 1.1258
N 0.7000 0.9870 1.1344
C -0.4156 1.0696 0.3238
O -0.8604 2.0025 -0.3795
C -0.7526 -0.3038 0.3654
C -1.7806 0.5939 -1.6597
H 1.7968 -0.8243 -0.6271
H 1.4848 -2.2844 0.3288
H 2.6599 -1.0916 0.9116
H 0.4742 -0.8854 2.1478
H 1.5578 1.4760 0.8991
H -1.6972 -0.6765 0.7549
H -2.3356 1.5001 -1.8573
H -2.3809 -0.2722 -1.4196
H -0.9146 0.4129 -2.2808
```

Calculated values
Spin multiplicity   1
Net charge   0
Energy relative to the best compared isomer or geometry (same formula, charge and spin)   549.3 kJ/mol

How is the electron density shared among the atoms? According to Löwdin, the charges in e are: C -0.071; C -0.348; N 0.110; C -0.567; O 0.005; C -0.029; C 0.184; H 0.079; H 0.077; H 0.072; H 0.130; H 0.133; H 0.096; H 0.044; H 0.030; H 0.052

=====

9.
DFT (ωB97M-V/def2-TZVPD) results for one molecule with the formula C5H9NO.

Geometry as XYZ:
```
16
C5H9NO, DFT ωB97M-V/def2-TZVPD
C -1.5165 -1.2569 -0.0738
C -0.4002 -0.2808 -0.4188
C -0.6809 1.2309 -0.1735
C 0.7172 1.4220 0.4838
C 0.8587 -0.0718 0.3827
N 1.9180 -0.8000 0.2298
O 3.1009 -0.5792 0.5927
H -2.3383 -1.0693 -0.7751
H -1.9061 -1.1386 0.9426
H -1.2059 -2.2995 -0.2067
H -0.0715 -0.5206 -1.4437
H -0.9010 1.8247 -1.0621
H -1.4861 1.3671 0.5566
H 0.7416 1.9170 1.4583
H 1.4561 1.9089 -0.1665
H 1.7140 -1.6536 -0.3263
```

Calculated values
Spin multiplicity   1
Net charge   0
Energy relative to the best compared isomer or geometry (same formula, charge and spin)   366.5 kJ/mol
SMILES   C[C@H]1CC/C1=[NH+]\[O-]

How is the electron density shared among the atoms? According to Löwdin, the charges in e are: C -0.066; C -0.312; C -0.122; C -0.078; C -0.204; N -0.133; O -0.091; H 0.081; H 0.080; H 0.073; H 0.143; H 0.107; H 0.111; H 0.110; H 0.121; H 0.180

=====

10.
DFT (ωB97M-V/def2-TZVPD) results for C5H9NO as an isolated structure.

Geometry as XYZ:
```
16
C5H9NO, DFT ωB97M-V/def2-TZVPD
C 1.8294 0.1846 0.6305
C 0.7594 -0.0892 -0.4113
N -0.2831 -1.1830 -0.1815
C -0.9547 -0.4569 0.9216
C -0.5331 0.7447 -0.5371
O -0.8182 2.0333 -0.4790
C -1.1286 -0.4949 -1.2311
H 2.3959 -0.7310 0.8417
H 2.5291 0.9343 0.2403
H 1.4254 0.5712 1.5718
H 1.2328 -0.2481 -1.3922
H -0.3938 -0.4480 1.8635
H -2.0042 -0.7514 1.0601
H -1.1095 1.2652 0.5107
H -0.7684 -0.6677 -2.2538
H -2.2037 -0.6953 -1.1548
```

Calculated values
Spin multiplicity   1
Net charge   0
Energy relative to the best compared isomer or geometry (same formula, charge and spin)   621.9 kJ/mol

How is the electron density shared among the atoms? According to Löwdin, the charges in e are: C -0.043; C -0.287; N -0.063; C -0.071; C -0.442; O -0.033; C -0.094; H 0.086; H 0.085; H 0.071; H 0.142; H 0.086; H 0.096; H 0.231; H 0.119; H 0.118

=====

11.
DFT (ωB97M-V/def2-TZVPD) results for a 2-piece molecular cluster, C5H9NO overall.

Geometry as XYZ:
```
16
C5H9NO, DFT ωB97M-V/def2-TZVPD
C -1.4439 -0.3669 -0.8206
C -0.5981 -0.5067 0.4314
O -0.4576 -1.7188 0.9648
C 0.6752 0.3916 0.5075
C 1.7564 -0.2008 -0.4223
C 0.3817 1.8023 0.2035
N 0.1071 2.8956 -0.0518
H -1.6363 0.6769 -1.0937
H -2.3835 -0.9137 -0.6970
H -0.8778 -0.8573 -1.6255
H -1.4229 0.2516 1.4083
H -1.1933 -0.7337 1.5740
H 1.0302 0.3205 1.5436
H 2.7091 0.3164 -0.2622
H 1.4770 -0.0933 -1.4769
H 1.8767 -1.2636 -0.1830
```

Calculated values
Spin multiplicity   1
Net charge   0
Energy relative to the best compared isomer or geometry (same formula, charge and spin)   460.1 kJ/mol

How is the electron density shared among the atoms? According to Löwdin, the charges in e are: C -0.017; C -0.578; O -0.121; C -0.301; C -0.039; C -0.203; N 0.163; H 0.086; H 0.095; H 0.100; H 0.204; H 0.193; H 0.152; H 0.089; H 0.087; H 0.089

=====

12.
DFT (ωB97M-V/def2-TZVPD) results for one molecule with the formula C5H9NO.

Geometry as XYZ:
```
16
C5H9NO, DFT ωB97M-V/def2-TZVPD
C 1.9944 0.2187 -0.0052
C 0.6398 0.0447 0.6785
C -0.4108 -0.2954 -0.3806
O -0.2619 -1.6151 -0.8672
C -1.8826 -0.0680 0.0194
C -2.0201 1.3608 0.2969
N -1.9351 2.5106 0.4000
H 1.9181 1.0209 -0.7480
H 2.7887 0.4817 0.6987
H 2.2799 -0.6939 -0.5397
H 0.3659 0.9646 1.2043
H 0.6813 -0.7400 1.4505
H -0.2509 0.4042 -1.2165
H 0.2240 -2.1299 -0.2092
H -2.2168 -0.6891 0.8556
H -2.5053 -0.3167 -0.8463
```

Calculated values
Spin multiplicity   1
Net charge   0
Energy relative to the best compared isomer or geometry (same formula, charge and spin)   105.5 kJ/mol
SMILES   CC[C@@H](O)CC#N

How is the electron density shared among the atoms? According to Löwdin, the charges in e are: C -0.096; C -0.209; C -0.423; O -0.024; C -0.122; C -0.233; N 0.151; H 0.082; H 0.075; H 0.076; H 0.107; H 0.120; H 0.146; H 0.096; H 0.127; H 0.128

=====

13.
DFT (ωB97M-V/def2-TZVPD) results for one molecule with the formula C5H9NO.

Geometry as XYZ:
```
16
C5H9NO, DFT ωB97M-V/def2-TZVPD
O -2.9363 -0.2637 0.6749
C -2.0845 -0.2787 -0.3154
C -0.9767 0.7196 -0.0873
C 0.4144 0.0749 -0.1206
C 1.4809 0.6322 -0.9841
N 1.4441 0.9439 0.4449
C 0.4548 -1.4045 0.2061
H -2.6950 0.3808 1.3826
H -0.1004 -1.9773 -0.5421
H -1.0726 1.2796 0.8664
H -1.0615 1.4544 -0.9002
H 1.2703 1.4729 -1.6420
H 2.2462 -0.0506 -1.3503
H 2.1338 0.3917 0.9490
H 1.4865 -1.7730 0.2349
H -0.0040 -1.6021 1.1831
```

Calculated values
Spin multiplicity   1
Net charge   0
Energy relative to the best compared isomer or geometry (same formula, charge and spin)   421.0 kJ/mol

How is the electron density shared among the atoms? According to Löwdin, the charges in e are: O 0.013; C -0.091; C -0.165; C -0.527; C -0.121; N 0.043; C -0.042; H 0.108; H 0.079; H 0.111; H 0.121; H 0.102; H 0.107; H 0.091; H 0.082; H 0.087

=====

14.
DFT (ωB97M-V/def2-TZVPD) results for one molecule with the formula C5H9NO.

Geometry as XYZ:
```
16
C5H9NO, DFT ωB97M-V/def2-TZVPD
N -1.9927 -1.2332 -0.6738
C -0.5475 -1.2350 -0.8757
C 0.1562 0.0556 -0.5046
C 1.5875 0.0736 -0.0713
C 0.4985 0.3426 0.9338
C 0.3567 2.0495 1.3436
O 0.5705 2.8463 0.4981
H -2.2111 -1.0255 0.2953
H -2.4292 -0.5141 -1.2409
H -0.3614 -1.4579 -1.9309
H -0.1269 -2.0598 -0.2932
H -0.1654 0.9226 -1.0793
H 2.1897 0.9198 -0.3827
H 2.1237 -0.8641 0.0006
H 0.2835 -0.4098 1.6864
H 0.0678 1.5894 2.2947
```

Calculated values
Spin multiplicity   1
Net charge   0
Energy relative to the best compared isomer or geometry (same formula, charge and spin)   370.9 kJ/mol
SMILES   NC[C@@H]1C[C@H]1C=O

How is the electron density shared among the atoms? According to Löwdin, the charges in e are: N -0.007; C -0.268; C -0.291; C -0.102; C -0.180; C -0.154; O 0.084; H 0.061; H 0.064; H 0.113; H 0.114; H 0.134; H 0.101; H 0.102; H 0.117; H 0.113

=====

15.
DFT (ωB97M-V/def2-TZVPD) results for a 3-piece molecular cluster, C5H9NO overall.

Geometry as XYZ:
```
16
C5H9NO, DFT ωB97M-V/def2-TZVPD
C 0.7851 -0.6494 -1.2005
C 0.5964 0.6061 -0.7746
C -0.7410 1.3146 -0.7457
C 1.7342 1.3641 -0.2775
N 2.6282 1.9908 0.1135
H -0.0571 -1.2434 -1.5558
H 1.7651 -1.1227 -1.1674
H -1.5442 0.6101 -0.9893
H -0.9505 1.7469 0.2417
H -0.7267 2.1316 -1.4768
H -1.8650 -2.3170 -0.2553
H -1.8461 -1.9476 0.3892
C 0.0612 -0.6259 1.9329
O -1.1445 -0.5562 1.9419
H 0.6076 -1.5634 1.6848
H 0.6972 0.2613 2.1391
```

Calculated values
Spin multiplicity   1
Net charge   0
Energy relative to the best compared isomer or geometry (same formula, charge and spin)   325.0 kJ/mol
SMILES   C=C(C)C#N.[H][H].C=O

How is the electron density shared among the atoms? According to Löwdin, the charges in e are: C 0.060; C -0.384; C -0.056; C -0.208; N 0.157; H 0.060; H 0.083; H 0.081; H 0.087; H 0.089; H 0.047; H 0.030; C -0.161; O -0.061; H 0.090; H 0.087

=====

16.
DFT (ωB97M-V/def2-TZVPD) results for one molecule with the formula C5H9NO.

Geometry as XYZ:
```
16
C5H9NO, DFT ωB97M-V/def2-TZVPD
C -1.9229 -0.4061 0.0117
C -1.1501 0.7300 0.6421
N -0.1831 0.3308 1.6407
C 0.2303 1.0786 0.2340
C 0.8970 0.1582 -0.7571
C 2.2126 -0.4274 -0.5211
O 1.0407 -1.2262 -0.3949
H -2.4055 -0.0906 -0.9156
H -2.7056 -0.7256 0.7096
H -1.2839 -1.2675 -0.2022
H -1.7853 1.5562 0.9569
H 0.1771 -0.6044 1.4786
H 0.6926 1.4016 1.2380
H 0.5926 0.2876 -1.8018
H 2.8569 -0.6906 -1.3582
H 2.7284 -0.2001 0.4114
```

Calculated values
Spin multiplicity   1
Net charge   0
Energy relative to the best compared isomer or geometry (same formula, charge and spin)   504.9 kJ/mol
SMILES   C[C@H]1N[C@H]1[C@H]1CO1

How is the electron density shared among the atoms? According to Löwdin, the charges in e are: C -0.047; C -0.379; N 0.048; C -0.113; C -0.276; C -0.110; O -0.084; H 0.081; H 0.083; H 0.074; H 0.128; H 0.084; H 0.135; H 0.149; H 0.112; H 0.118